1.
Molecular formula: C27H47AsBIrN2O3P2S
Method: DFT, ωB97M-V/def2-TZVPD

Geometry (Å):
Ir 0.56 2.21 -0.80
C 1.91 -0.41 2.63
C 1.98 0.64 1.56
O 0.97 0.92 0.90
N 3.17 1.22 1.35
C 3.45 2.19 0.30
C 3.52 1.55 -1.06
C 4.72 1.14 -1.61
C 4.72 0.51 -2.84
C 3.52 0.28 -3.48
C 2.35 0.72 -2.88
N 2.34 1.35 -1.69
H 0.92 -0.38 3.09
H 2.68 -0.28 3.38
H 2.03 -1.39 2.16
H 3.94 0.92 1.93
H 4.40 2.67 0.54
H 2.68 2.97 0.31
H 5.64 1.33 -1.08
H 5.66 0.19 -3.29
H 3.47 -0.21 -4.44
H 1.38 0.56 -3.33
C -1.00 3.37 2.04
P -1.14 3.28 0.24
C -2.86 2.77 -0.05
C -1.10 5.00 -0.39
C -1.03 4.92 -1.92
P 0.28 3.73 -2.40
C 1.77 4.73 -2.63
C -0.16 3.22 -4.08
H -1.80 3.99 2.46
H -0.04 3.80 2.32
H -1.07 2.37 2.45
H -3.53 3.49 0.42
H -3.02 1.78 0.38
H -3.06 2.72 -1.12
H -0.22 5.50 0.02
H -1.98 5.56 -0.06
H -0.84 5.90 -2.38
H -1.97 4.55 -2.33
H 1.61 5.49 -3.40
H 2.60 4.10 -2.93
H 2.04 5.23 -1.69
H -0.36 4.09 -4.71
H -1.05 2.59 -4.05
H 0.66 2.65 -4.52
C 0.89 -5.45 3.05
C -0.08 -4.57 3.83
C -1.31 -5.41 4.21
C 0.63 -4.09 5.10
C -0.54 -3.36 3.01
C -1.40 -2.42 3.60
C -1.88 -1.30 2.94
C -1.45 -1.13 1.64
O -1.75 -0.12 0.74
B -0.99 -0.42 -0.37
O -0.31 -1.61 -0.24
C -0.60 -2.04 1.05
C -0.13 -3.16 1.69
H 1.19 -6.29 3.67
H 1.79 -4.91 2.76
H 0.42 -5.87 2.15
H -1.00 -6.28 4.79
H -1.83 -5.76 3.32
H -2.02 -4.84 4.81
H 0.96 -4.95 5.69
H -0.03 -3.49 5.74
H 1.50 -3.48 4.86
H -1.73 -2.58 4.62
H -2.56 -0.61 3.41
H 0.53 -3.85 1.19
C -3.53 -2.06 -1.38
As -2.29 -1.37 -2.70
C -3.41 -0.94 -4.22
C -1.31 -2.94 -3.28
S -0.97 0.60 -1.90
H -4.15 -2.83 -1.84
H -4.16 -1.24 -1.02
H -2.99 -2.49 -0.54
H -4.03 -1.81 -4.44
H -2.78 -0.70 -5.08
H -4.04 -0.09 -3.98
H -2.01 -3.75 -3.47
H -0.60 -3.23 -2.51
H -0.77 -2.70 -4.20

Its net charge is +2. The HOMO energy (alpha / beta) is -12.6 / -12.6 eV.

Atom charges from the Löwdin analysis, given in e for atoms 1 to 5: atom 1 (Ir): 0.6020, atom 2 (C): 0.0545, atom 3 (C): -0.4383, atom 4 (O): -0.1224, atom 5 (N): 0.1138

---

2.
Molecular formula: CH7N3S
Method: DFT, ωB97M-V/def2-TZVPD

Geometry (Å):
C -1.96 -0.67 0.06
N -0.22 2.03 -0.26
N 2.36 -0.59 0.21
N 1.10 -0.17 -0.25
S -0.02 0.79 0.61
H -1.80 -1.72 0.08
H -2.14 -0.28 -0.90
H -2.50 -0.31 0.82
H -1.15 2.25 -0.49
H 2.15 -1.08 1.06
H 3.18 0.00 0.30
H 0.99 -0.24 -1.24

The HOMO energy (alpha / beta) is -7.7 / -7.7 eV.

Atom charges from the natural (NBO) analysis, given in e for atoms 1 to 5: atom 1 (C): -0.6149, atom 2 (N): -1.1310, atom 3 (N): -0.6683, atom 4 (N): -0.6860, atom 5 (S): 1.0975

---

3.
Molecular formula: C3H3NO4
Method: DFT, ωB97M-V/def2-TZVPD

Geometry (Å):
N 1.76 -1.41 -0.58
C 1.07 -0.49 -0.13
C 0.62 0.79 -0.01
O 1.37 1.85 0.32
O -0.72 0.92 0.02
C -1.25 -0.40 0.45
O -1.22 -0.79 1.57
O -1.94 -0.90 -0.58
H 2.28 -1.23 -1.44
H 0.91 2.39 0.98
H -2.89 -0.73 -0.60

As for the SMILES: N=C=C(O)OC(=O)O. The HOMO energy is -8.0 eV.

Atom charges from the natural (NBO) analysis, given in e for atoms 1 to 5: atom 1 (N): -0.5725, atom 2 (C): 0.1555, atom 3 (C): 0.4548, atom 4 (O): -0.6439, atom 5 (O): -0.5259

---

4.
Molecular formula: C34H48BeNO3PSSi
Method: DFT, ωB97M-V/def2-TZVPD

Geometry (Å):
Be -0.66 -0.46 -0.70
C -2.43 -1.88 3.31
C -1.06 -2.49 3.01
C -0.27 -2.73 4.30
C -1.21 -3.78 2.23
O -0.34 -1.60 2.15
Si 0.50 -0.24 2.48
S 0.61 0.83 0.69
O -0.34 0.58 3.62
C 0.06 1.65 4.50
C -1.20 2.47 4.75
C 1.14 2.52 3.88
C 0.56 1.02 5.80
O 1.96 -0.54 3.15
C 3.20 -1.04 2.61
C 3.98 0.13 2.02
C 3.95 -1.63 3.80
C 2.93 -2.11 1.56
H -2.99 -2.53 3.99
H -3.00 -1.77 2.39
H -2.31 -0.90 3.77
H -0.78 -3.47 4.91
H -0.18 -1.81 4.87
H 0.73 -3.09 4.06
H -1.83 -4.50 2.78
H -0.24 -4.23 2.04
H -1.69 -3.58 1.27
H -1.51 2.98 3.84
H -1.03 3.22 5.52
H -2.01 1.82 5.08
H 0.81 2.92 2.92
H 2.06 1.95 3.72
H 1.36 3.36 4.54
H -0.24 0.42 6.26
H 0.87 1.78 6.51
H 1.40 0.37 5.59
H 4.24 0.85 2.80
H 3.38 0.64 1.26
H 4.89 -0.23 1.55
H 4.02 -0.89 4.60
H 4.95 -1.93 3.50
H 3.42 -2.51 4.19
H 2.62 -1.65 0.62
H 2.14 -2.78 1.89
H 3.84 -2.69 1.37
C -1.58 3.33 -2.23
C -0.18 3.17 -2.74
C 0.63 4.29 -2.92
C 1.94 4.18 -3.35
C 2.48 2.93 -3.60
C 1.69 1.80 -3.44
C 0.36 1.91 -3.04
P -0.59 0.40 -2.69
C -2.22 0.50 -3.51
C -3.28 0.05 -2.72
C -4.58 0.02 -3.19
C -4.84 0.46 -4.47
C -3.80 0.92 -5.27
C -2.48 0.95 -4.82
C -1.43 1.43 -5.78
C 0.22 -1.04 -3.43
C 0.68 -1.10 -4.75
C 1.19 -2.28 -5.25
C 1.24 -3.41 -4.44
C 0.80 -3.34 -3.13
C 0.29 -2.15 -2.58
C -0.10 -2.06 -1.14
H -1.73 4.34 -1.85
H -1.79 2.63 -1.42
H -2.32 3.15 -3.01
H 0.21 5.27 -2.70
H 2.54 5.07 -3.47
H 3.51 2.83 -3.92
H 2.12 0.82 -3.63
H -3.08 -0.28 -1.71
H -5.37 -0.34 -2.55
H -5.85 0.46 -4.86
H -4.01 1.28 -6.27
H -1.84 2.23 -6.40
H -1.13 0.62 -6.45
H -0.54 1.81 -5.29
H 0.65 -0.23 -5.38
H 1.55 -2.33 -6.28
H 1.63 -4.34 -4.83
H 0.86 -4.22 -2.49
H 0.82 -2.20 -0.55
H -0.74 -2.90 -0.85
N -2.43 0.97 1.12
C -1.68 0.38 0.40
H -2.12 1.57 1.88

The HOMO energy is -8.2 eV.

Atom charges from the natural (NBO) analysis, given in e for atoms 1 to 5: atom 1 (Be): 1.4907, atom 2 (C): -0.6337, atom 3 (C): 0.2782, atom 4 (C): -0.6355, atom 5 (C): -0.6136

---

5.
Molecular formula: C3H7NOS2
Method: DFT, ωB97M-V/def2-TZVPD

Geometry (Å):
S 2.71 -0.76 -0.19
C 1.28 0.20 0.42
C 0.42 0.58 -0.78
O -0.69 1.42 -0.44
C -1.80 0.89 0.12
N -2.25 -0.28 0.29
S -1.55 -1.73 -0.36
H 3.12 -1.28 1.01
H 0.69 -0.34 1.19
H 1.65 1.15 0.86
H 1.04 1.18 -1.49
H 0.15 -0.23 -1.41
H -2.45 1.73 0.49
H -2.32 -2.54 0.28

As for the SMILES: SCCO/C=N\S. The HOMO energy is -8.9 eV.

Atom charges from the natural (NBO) analysis, given in e for atoms 1 to 5: atom 1 (S): -0.0488, atom 2 (C): -0.5475, atom 3 (C): -0.0954, atom 4 (O): -0.4975, atom 5 (C): 0.3966